Here is a molecular structure, C53H36Cl2KN8O5P at a distorted geometry from the Open Molecules 2025 dataset. Energies are from the ωB97M-V functional and the def2-TZVPD basis.

Results
LUMO energy (spin up / spin down) in eV: 2.422 / 2.411
Kohn-Sham gap (spin up / spin down) in eV: 3.095 / 3.085
Relative energy (zero: lowest compared OMol25 entry of this formula, charge and spin) in kcal/mol: 183.99

ORCA input file:
```
! RIJCOSX wB97M-V def2-TZVPD def2/J DEFGRID3
* xyz -2 1
K 9.863 -12.395 10.421
Cl 17.870 -8.597 10.736
C 16.981 -9.928 11.423
C 15.892 -10.496 10.803
C 15.164 -11.604 11.349
N 14.511 -12.427 10.581
C 13.251 -12.913 10.507
O 12.420 -13.012 11.429
C 13.026 -13.512 9.184
C 14.122 -13.981 8.389
C 13.923 -14.164 7.066
C 12.633 -14.094 6.571
C 11.559 -13.731 7.414
N 11.786 -13.351 8.664
C 15.273 -11.688 12.822
C 16.491 -11.237 13.400
C 17.304 -10.353 12.754
Cl 18.832 -9.875 13.428
N 14.161 -11.913 13.552
C 14.291 -12.244 14.833
O 15.364 -12.421 15.471
C 13.065 -12.679 15.580
C 13.218 -13.691 16.575
C 12.075 -14.087 17.276
C 10.807 -13.548 16.882
C 10.770 -12.684 15.794
N 11.902 -12.147 15.201
H 15.736 -10.197 9.785
H 15.118 -14.061 8.840
H 14.699 -14.413 6.322
H 12.439 -14.154 5.484
H 10.563 -13.808 7.061
H 16.852 -11.624 14.310
H 14.221 -13.888 16.867
H 12.145 -14.734 18.048
H 9.925 -13.791 17.443
H 9.823 -12.181 15.493
O 4.041 -21.806 8.246
C 3.265 -21.296 8.969
O 2.604 -20.623 9.668
C 5.325 -15.856 10.675
C 5.180 -14.745 9.676
C 6.341 -13.661 9.905
N 7.448 -13.895 11.007
C 7.239 -15.367 11.690
C 6.493 -16.468 11.027
C 8.555 -15.729 12.373
C 8.538 -16.884 13.178
C 9.682 -17.109 13.965
C 10.725 -16.224 13.988
C 10.660 -15.128 13.161
N 9.646 -14.961 12.315
C 6.801 -13.193 8.572
C 6.961 -14.133 7.531
C 7.020 -13.731 6.201
C 6.936 -12.347 5.949
C 6.811 -11.488 7.026
N 6.830 -11.844 8.315
H 4.712 -14.822 8.692
H 6.852 -17.493 10.912
H 7.781 -17.611 13.194
H 9.702 -18.031 14.475
H 11.620 -16.333 14.682
H 11.516 -14.507 13.164
H 6.966 -15.187 7.750
H 7.050 -14.495 5.414
H 6.937 -11.920 4.971
H 6.897 -10.383 6.884
O 8.762 -10.505 12.402
N 7.594 -10.292 13.145
C 7.649 -10.251 14.470
C 6.411 -10.426 15.132
C 6.126 -10.189 16.534
C 4.879 -10.342 17.036
C 3.758 -10.378 16.097
C 3.979 -10.516 14.756
C 5.292 -10.570 14.275
P 5.914 -10.557 12.559
C 5.895 -12.177 11.911
C 5.261 -12.666 10.646
C 4.356 -13.863 10.732
C 4.864 -14.885 11.825
C 6.185 -14.635 12.588
C 6.773 -13.237 12.314
C 5.377 -9.280 11.401
C 6.172 -8.897 10.324
C 5.724 -7.878 9.454
C 4.465 -7.379 9.605
C 3.610 -7.681 10.728
C 4.095 -8.647 11.609
H 8.956 -9.596 12.056
H 8.630 -10.235 14.879
H 6.964 -9.796 17.131
H 4.728 -10.519 18.063
H 2.775 -10.269 16.525
H 3.164 -10.759 14.130
H 5.036 -11.930 9.841
H 3.289 -13.852 10.693
H 4.011 -15.254 12.444
H 6.050 -14.910 13.601
H 7.573 -12.974 13.053
H 6.986 -9.519 10.051
H 6.398 -7.487 8.748
H 4.122 -6.557 8.992
H 2.590 -7.290 10.849
H 3.494 -8.967 12.445
*
```

These are the Löwdin partial charges, in e, on atoms 1 to 2: K 0.7456; Cl 0.5479



Here is a molecular structure, C14H19GaN5O3Se2 at a distorted geometry from the Open Molecules 2025 dataset. Energies are from the ωB97M-V functional and the def2-TZVPD basis.

Results
LUMO energy in eV: -4.263
Kohn-Sham gap in eV: 7.206

ORCA input file:
```
! RIJCOSX wB97M-V def2-TZVPD def2/J DEFGRID3
* xyz 1 1
Ga 0.168 0.943 0.596
C 2.460 4.478 0.358
Se 0.985 3.229 0.596
C -0.302 4.456 -0.186
C -1.582 4.213 0.570
Se -1.796 2.283 0.596
C -2.640 2.297 2.351
H 2.558 4.753 -0.713
H 3.399 3.975 0.669
H 2.313 5.371 0.998
H -0.426 4.195 -1.258
H -0.013 5.524 -0.086
H -2.440 4.735 0.097
H -1.440 4.577 1.610
H -3.523 2.970 2.345
H -1.906 2.594 3.128
H -2.998 1.271 2.577
O -1.342 -0.155 0.596
N -1.033 -1.477 0.775
C -2.011 -2.263 1.115
C -3.377 -1.830 1.312
N -4.507 -1.606 1.499
C -1.636 -3.644 1.291
N -1.395 -4.774 1.448
O 0.805 -1.249 -4.325
C 0.339 -2.344 -3.589
N 1.456 -3.198 -3.234
C 1.915 -3.481 -1.974
O 2.732 -4.385 -1.864
C 1.509 -2.779 -0.708
C 1.634 -3.517 0.582
C 1.314 -2.918 1.735
C 0.846 -1.518 1.716
N 0.758 -0.873 0.596
C 1.099 -1.487 -0.652
H 0.000 -0.736 -4.597
H -0.363 -2.944 -4.211
H -0.253 -2.015 -2.717
H 1.891 -3.703 -4.022
H 1.979 -4.546 0.597
H 1.398 -3.453 2.676
H 0.587 -1.039 2.656
H 1.057 -0.875 -1.543
H 1.778 0.943 0.596
*
```

These are the natural (NBO) partial charges, in e, on atoms 1 to 2: Ga 1.3408; C -0.7837



Here is a molecular structure, C4H5NOS2 at a distorted geometry from the Open Molecules 2025 dataset. Energies are from the ωB97M-V functional and the def2-TZVPD basis.

Results
LUMO energy in eV: 0.287
Kohn-Sham gap in eV: 7.915
Relative energy (zero: lowest compared OMol25 entry of this formula, charge and spin) in kcal/mol: 72.86

ORCA input file:
```
! RIJCOSX wB97M-V def2-TZVPD def2/J DEFGRID3
* xyz 0 1
C -1.106 -0.214 -0.076
C -0.613 -1.569 -0.197
C 1.143 -0.199 0.063
C -0.015 0.644 0.121
H -2.893 1.631 -0.468
H -0.975 -2.580 -0.701
H 1.449 -2.145 0.203
H 2.651 0.871 -0.457
H -0.058 2.630 1.270
N 0.739 -1.407 0.119
O 2.504 -0.033 0.100
S -2.748 -0.049 0.133
S -0.078 2.419 -0.110
*
```

These are the natural (NBO) partial charges, in e, on atoms 1 to 2: C -0.3053; C -0.1502



Copy entry 3 word for word.
Here is a molecular structure, C4H5NOS2 at a distorted geometry from the Open Molecules 2025 dataset. Energies are from the ωB97M-V functional and the def2-TZVPD basis.

Results
LUMO energy in eV: 0.287
Kohn-Sham gap in eV: 7.915
Relative energy (zero: lowest compared OMol25 entry of this formula, charge and spin) in kcal/mol: 72.86

ORCA input file:
```
! RIJCOSX wB97M-V def2-TZVPD def2/J DEFGRID3
* xyz 0 1
C -1.106 -0.214 -0.076
C -0.613 -1.569 -0.197
C 1.143 -0.199 0.063
C -0.015 0.644 0.121
H -2.893 1.631 -0.468
H -0.975 -2.580 -0.701
H 1.449 -2.145 0.203
H 2.651 0.871 -0.457
H -0.058 2.630 1.270
N 0.739 -1.407 0.119
O 2.504 -0.033 0.100
S -2.748 -0.049 0.133
S -0.078 2.419 -0.110
*
```

These are the natural (NBO) partial charges, in e, on atoms 1 to 2: C -0.3053; C -0.1502